*one*
Here is C43H67ClIrNO2P2Si as an isolated structure from OMol25. Energies are from wB97M-V/def2-TZVPD.

Structure (ORCA input):
```
! wB97M-V def2-TZVPD RIJCOSX def2/J DEFGRID3
* xyz 0 5
Ir -0.21 -0.62 0.17
C 1.46 2.74 0.50
Si -0.11 1.88 -0.07
C -1.51 2.58 1.01
C -1.56 3.94 1.33
C -2.62 4.48 2.04
C -3.67 3.66 2.43
C -3.64 2.31 2.13
C -2.56 1.76 1.45
P -2.43 -0.01 1.06
C -2.89 -1.05 2.52
C -4.18 -0.77 3.34
C -3.87 -0.02 4.63
C -3.02 -0.89 5.57
C -2.03 -1.76 4.78
C -1.66 -1.10 3.46
C -3.64 -0.35 -0.29
C -5.13 -0.18 -0.01
C -5.94 -0.79 -1.17
C -5.20 -0.69 -2.52
C -4.36 0.58 -2.55
C -3.24 0.50 -1.51
C -0.40 2.42 -1.85
C -0.99 3.64 -2.19
C -1.15 4.02 -3.52
C -0.72 3.17 -4.53
C -0.15 1.95 -4.22
C 0.00 1.56 -2.89
P 0.55 -0.10 -2.39
C 0.42 -1.24 -3.84
C 1.40 -1.10 -5.03
C 0.82 -1.72 -6.31
C 0.02 -2.98 -5.97
C -1.24 -2.60 -5.17
C -1.03 -1.31 -4.35
C 2.35 0.02 -2.00
C 3.20 0.93 -2.89
C 4.69 0.54 -2.80
C 5.03 0.06 -1.39
C 4.28 -1.24 -1.06
C 2.97 -1.37 -1.85
H 1.43 3.81 0.26
H 2.34 2.31 0.03
H 1.58 2.63 1.58
H -0.74 4.59 1.03
H -2.63 5.54 2.28
H -4.51 4.08 2.97
H -4.47 1.69 2.44
H -2.99 -2.04 2.05
H -4.63 -1.73 3.60
H -4.93 -0.24 2.76
H -4.80 0.29 5.12
H -3.33 0.90 4.40
H -3.68 -1.53 6.17
H -2.48 -0.25 6.27
H -2.47 -2.74 4.57
H -1.13 -1.94 5.37
H -0.85 -1.63 2.97
H -1.29 -0.09 3.64
H -3.46 -1.40 -0.53
H -5.36 0.88 0.11
H -5.43 -0.67 0.92
H -6.90 -0.27 -1.24
H -6.17 -1.83 -0.95
H -5.92 -0.71 -3.34
H -4.54 -1.55 -2.65
H -5.01 1.44 -2.34
H -3.93 0.75 -3.54
H -2.97 1.52 -1.20
H -2.34 0.07 -1.95
H -1.33 4.31 -1.41
H -1.61 4.97 -3.76
H -0.84 3.47 -5.57
H 0.17 1.30 -5.03
H 0.61 -2.20 -3.35
H 2.33 -1.62 -4.78
H 1.67 -0.07 -5.22
H 1.63 -1.94 -7.01
H 0.16 -1.00 -6.81
H 0.66 -3.65 -5.39
H -0.25 -3.52 -6.88
H -1.50 -3.41 -4.49
H -2.08 -2.46 -5.85
H -1.73 -1.30 -3.52
H -1.25 -0.44 -4.97
H 2.34 0.44 -0.99
H 3.07 1.96 -2.57
H 2.88 0.89 -3.93
H 5.32 1.38 -3.09
H 4.90 -0.27 -3.51
H 4.74 0.84 -0.68
H 6.11 -0.07 -1.28
H 4.05 -1.27 0.01
H 4.92 -2.11 -1.27
H 2.30 -2.05 -1.32
H 3.17 -1.80 -2.83
Cl 1.50 -0.53 1.82
C -0.65 -3.66 0.37
C -0.90 -2.45 -0.52
O -1.60 -2.55 -1.50
H -1.53 -4.31 0.36
H -0.39 -3.37 1.39
H 0.21 -4.19 -0.04
C 4.54 -5.26 -0.76
N 4.45 -4.85 0.62
C 5.56 -5.20 1.49
C 3.41 -4.06 1.03
C 3.44 -3.59 2.46
O 2.51 -3.74 0.27
H 5.44 -4.86 -1.23
H 3.67 -4.88 -1.29
H 4.56 -6.35 -0.84
H 6.13 -5.99 1.02
H 5.21 -5.57 2.46
H 6.23 -4.35 1.66
H 4.40 -3.14 2.71
H 3.28 -4.43 3.14
H 2.65 -2.86 2.60
*
```

⟨S²⟩   6.01
HOMO level (spin up / spin down)   -4.4 / -8.1 eV

---

*two*
Here is C43H67ClIrNO2P2Si as an isolated structure from OMol25. Energies are from wB97M-V/def2-TZVPD.

Structure (ORCA input):
```
! wB97M-V def2-TZVPD RIJCOSX def2/J DEFGRID3
* xyz 0 5
Ir -0.47 -1.28 0.67
C 2.52 -2.61 2.54
Si 1.61 -1.07 1.87
C 1.15 -0.01 3.39
C 1.99 0.01 4.50
C 1.67 0.72 5.65
C 0.48 1.43 5.70
C -0.37 1.42 4.61
C -0.06 0.71 3.45
P -1.12 0.72 1.96
C -2.93 1.00 2.39
C -3.36 2.19 3.30
C -4.02 1.72 4.59
C -5.29 0.93 4.29
C -5.05 -0.10 3.17
C -3.56 -0.31 2.90
C -0.61 2.25 1.02
C -1.04 3.62 1.53
C -0.75 4.70 0.47
C 0.45 4.35 -0.43
C 1.48 3.58 0.39
C 0.92 2.21 0.80
C 3.00 -0.19 0.90
C 4.08 0.39 1.56
C 5.17 0.88 0.86
C 5.19 0.79 -0.53
C 4.11 0.24 -1.20
C 3.01 -0.25 -0.50
P 1.51 -0.92 -1.32
C 1.49 -0.18 -3.04
C 2.56 -0.55 -4.10
C 3.02 0.67 -4.90
C 1.80 1.45 -5.38
C 1.03 2.06 -4.19
C 1.37 1.35 -2.87
C 1.92 -2.73 -1.54
C 3.41 -3.11 -1.49
C 3.64 -4.50 -2.10
C 2.43 -5.40 -1.83
C 1.22 -4.88 -2.63
C 1.26 -3.35 -2.77
H 3.52 -2.34 2.90
H 2.65 -3.35 1.74
H 1.95 -3.07 3.34
H 2.91 -0.57 4.47
H 2.35 0.72 6.50
H 0.21 1.98 6.59
H -1.30 1.97 4.69
H -3.33 1.18 1.39
H -4.08 2.80 2.75
H -2.53 2.85 3.53
H -4.26 2.59 5.21
H -3.32 1.11 5.17
H -6.08 1.62 3.99
H -5.63 0.44 5.21
H -5.53 0.24 2.25
H -5.51 -1.06 3.43
H -3.42 -1.09 2.16
H -3.06 -0.65 3.80
H -1.09 2.09 0.05
H -0.52 3.85 2.47
H -2.11 3.63 1.73
H -0.56 5.65 0.98
H -1.63 4.85 -0.15
H 0.88 5.26 -0.84
H 0.13 3.73 -1.27
H 1.74 4.17 1.27
H 2.40 3.44 -0.19
H 1.43 1.89 1.71
H 1.14 1.47 0.03
H 4.07 0.47 2.64
H 6.01 1.32 1.39
H 6.04 1.16 -1.09
H 4.14 0.21 -2.28
H 0.52 -0.53 -3.41
H 2.12 -1.26 -4.80
H 3.42 -1.05 -3.65
H 3.63 0.34 -5.75
H 3.66 1.32 -4.29
H 1.16 0.76 -5.93
H 2.10 2.24 -6.07
H -0.04 1.99 -4.38
H 1.28 3.12 -4.08
H 0.59 1.56 -2.13
H 2.29 1.75 -2.46
H 1.43 -3.17 -0.65
H 3.74 -3.10 -0.45
H 4.02 -2.37 -2.01
H 4.55 -4.94 -1.70
H 3.78 -4.42 -3.18
H 2.21 -5.39 -0.76
H 2.65 -6.43 -2.11
H 0.30 -5.19 -2.14
H 1.22 -5.33 -3.63
H 0.24 -2.97 -2.90
H 1.83 -3.08 -3.66
Cl -0.95 -2.55 2.94
C -1.61 -4.12 0.09
C -1.45 -2.76 -0.55
O -1.78 -2.57 -1.69
H -2.17 -4.79 -0.57
H -2.11 -4.02 1.06
H -0.63 -4.54 0.29
C -5.21 0.33 -2.52
N -4.11 0.05 -1.60
C -4.38 -0.94 -0.56
C -2.88 0.58 -1.73
C -2.62 1.56 -2.86
O -1.96 0.33 -0.96
H -6.09 -0.20 -2.18
H -4.99 0.00 -3.54
H -5.44 1.40 -2.55
H -5.26 -0.65 0.01
H -3.52 -0.99 0.10
H -4.53 -1.92 -1.01
H -3.43 1.66 -3.58
H -1.72 1.23 -3.36
H -2.41 2.53 -2.42
*
```

⟨S²⟩   6.01
HOMO level (spin up / spin down)   -5.4 / -8.2 eV

---

The structure with the least stability is *two*.

---

*one*
Here is an isolated molecule of C16H21N5OS from OMol25. Energies are from wB97M-V/def2-TZVPD.

Structure (ORCA input):
```
! wB97M-V def2-TZVPD RIJCOSX def2/J DEFGRID3
* xyz 0 1
C 6.26 -1.57 -1.38
C 5.44 -1.00 -0.23
C 5.30 0.52 -0.35
C 4.44 1.08 0.78
N 3.14 0.43 0.78
C 2.04 1.14 0.47
O 2.06 2.34 0.26
C 0.72 0.39 0.41
S -0.52 1.66 0.03
C -1.90 0.60 0.11
N -1.87 -0.69 0.32
N -3.13 -1.12 0.32
C -3.93 -0.10 0.09
C -5.37 -0.22 0.01
C -6.17 0.60 -0.78
C -7.54 0.38 -0.78
N -8.14 -0.56 -0.08
C -7.37 -1.36 0.66
C -6.00 -1.23 0.74
N -3.18 1.04 -0.05
C -3.58 2.41 -0.22
C 3.21 -1.00 0.95
C 4.04 -1.62 -0.19
H 7.25 -1.13 -1.39
H 6.35 -2.65 -1.28
H 5.78 -1.36 -2.33
H 5.94 -1.23 0.71
H 6.28 0.99 -0.32
H 4.83 0.77 -1.31
H 4.27 2.15 0.65
H 4.92 0.90 1.74
H 0.45 -0.07 1.36
H 0.69 -0.35 -0.38
H -5.75 1.37 -1.41
H -8.19 1.00 -1.39
H -7.90 -2.13 1.21
H -5.41 -1.90 1.35
H -3.66 2.66 -1.28
H -2.82 3.05 0.22
H -4.54 2.58 0.27
H 2.22 -1.44 0.97
H 3.70 -1.21 1.91
H 4.11 -2.70 -0.04
H 3.53 -1.44 -1.14
*
```

HOMO level   -8.3 eV
SMILES   CC1CCN(C(=O)CSc2nnc(-c3ccncc3)n2C)CC1

---

*two*
Here is an isolated molecule of C16H21N5OS from OMol25. Energies are from wB97M-V/def2-TZVPD.

Structure (ORCA input):
```
! wB97M-V def2-TZVPD RIJCOSX def2/J DEFGRID3
* xyz 0 1
O 0.52 2.12 -0.65
C -0.25 1.80 0.23
C 0.22 1.60 1.68
S 1.81 0.74 1.63
C 1.31 -0.54 0.58
N 0.07 -0.95 0.42
N 0.11 -1.92 -0.48
N 1.30 -2.12 -0.88
N 2.10 -1.27 -0.24
C 3.51 -1.19 -0.53
C 4.39 -1.25 0.74
C 5.19 0.06 0.76
C 5.26 0.47 -0.71
C 3.86 0.14 -1.23
N -1.57 1.61 0.06
C -2.18 1.60 -1.25
C -2.69 0.19 -1.61
C -3.73 -0.25 -0.62
C -3.37 -1.03 0.48
C -4.31 -1.39 1.42
C -5.63 -0.98 1.28
C -6.00 -0.21 0.19
C -5.05 0.16 -0.75
H -0.49 1.02 2.27
H 0.41 2.56 2.15
H 3.70 -2.04 -1.18
H 5.06 -2.11 0.67
H 3.78 -1.36 1.64
H 4.64 0.82 1.32
H 6.17 -0.07 1.20
H 6.00 -0.13 -1.23
H 5.51 1.52 -0.84
H 3.16 0.92 -0.92
H 3.82 0.05 -2.31
H -2.12 1.20 0.80
H -3.02 2.31 -1.26
H -1.43 1.93 -1.96
H -1.85 -0.50 -1.59
H -3.11 0.22 -2.61
H -2.34 -1.36 0.58
H -4.02 -2.00 2.26
H -6.37 -1.26 2.02
H -7.02 0.11 0.08
H -5.34 0.76 -1.60
*
```

HOMO level   -9.1 eV
SMILES   O=C(CSc1nnnn1C1CCCC1)NCCc1ccccc1

---

The structure with the least stability is *two*.

---

*one*
Here is an isolated molecule of CH6O2P2 from OMol25. Energies are from wB97M-V/def2-TZVPD.

Structure (ORCA input):
```
! wB97M-V def2-TZVPD RIJCOSX def2/J DEFGRID3
* xyz 0 1
O 1.87 -1.65 -0.02
P 0.83 -0.69 -0.27
P 1.45 1.39 0.20
C -0.75 -0.64 0.58
O -1.49 0.38 0.00
H 0.30 -0.64 -1.57
H 1.85 1.53 -1.18
H 0.27 1.96 0.09
H -1.39 -1.60 0.44
H -0.50 -0.26 1.59
H -2.44 0.21 0.16
*
```

HOMO level   -9.7 eV
SMILES   O=[P@H](P)CO

---

*two*
Here is an isolated molecule of CH6O2P2 from OMol25. Energies are from wB97M-V/def2-TZVPD.

Structure (ORCA input):
```
! wB97M-V def2-TZVPD RIJCOSX def2/J DEFGRID3
* xyz 0 1
C -1.50 -0.18 -0.33
O -0.01 -0.42 1.66
O -0.41 -0.39 -0.98
P 1.13 -0.73 0.77
P 0.74 0.88 -1.19
H -1.90 0.81 -0.19
H -2.06 -1.04 -0.01
H 1.49 -2.08 0.89
H 2.30 -0.16 1.28
H 0.48 1.63 -0.03
H -0.25 1.67 -1.88
*
```

HOMO level (spin up / spin down)   -7.7 / -7.7 eV

---

The structure with the least stability is *two*.

---

*one*
Here is a 4-piece molecular cluster, C2H12N2O3 overall from OMol25. Energies are from wB97M-V/def2-TZVPD.

Structure (ORCA input):
```
! wB97M-V def2-TZVPD RIJCOSX def2/J DEFGRID3
* xyz 0 1
H 3.03 -0.96 -1.37
N 2.84 -1.12 -0.38
C 2.94 -0.22 0.53
N 2.54 -0.36 1.79
C 2.12 -1.56 2.48
H 3.37 0.78 0.18
H 2.22 0.58 2.06
H 2.81 -2.41 2.25
H 2.49 -1.47 3.51
H 1.11 -1.71 2.14
O -1.19 1.11 -1.11
H -0.58 1.75 -0.71
H -1.60 1.71 -1.76
O -3.30 -0.24 0.97
H -2.95 -0.59 0.08
H -2.54 -0.32 1.55
O -4.43 1.82 -4.49
H -3.92 1.12 -4.01
H -4.96 2.08 -3.71
*
```

HOMO level   -8.9 eV
SMILES   [H]/N=C/NC.O.O.O

---

*two*
Here is a 4-piece molecular cluster, C2H12N2O3 overall from OMol25. Energies are from wB97M-V/def2-TZVPD.

Structure (ORCA input):
```
! wB97M-V def2-TZVPD RIJCOSX def2/J DEFGRID3
* xyz 0 1
H -1.33 -2.45 -0.34
N -1.18 -1.59 0.10
C 0.03 -1.30 -0.13
N 1.03 -1.22 0.80
C 2.38 -0.91 0.38
H 0.43 -1.00 -1.19
H 0.86 -1.79 1.65
H 2.73 0.12 0.08
H 2.65 -1.52 -0.45
H 2.94 -1.00 1.35
O -1.09 2.00 0.01
H -1.27 2.81 0.43
H -1.84 1.48 0.18
O 1.26 1.80 -1.67
H 1.69 2.62 -2.02
H 0.67 2.14 -0.93
O -3.32 0.28 0.42
H -2.58 -0.26 0.62
H -4.05 -0.21 0.69
*
```

HOMO level   -8.4 eV
SMILES   [H]/N=C/NC.O.O.O

---

The structure with the least stability is *two*.

---

*one*
Here is a 4-piece molecular cluster, C2H12N2O3 overall from OMol25. Energies are from wB97M-V/def2-TZVPD.

Structure (ORCA input):
```
! wB97M-V def2-TZVPD RIJCOSX def2/J DEFGRID3
* xyz 0 1
H -2.94 0.67 -0.83
N -2.15 0.15 -1.18
C -1.22 1.04 -1.29
N -0.04 0.86 -1.91
C 0.99 1.87 -1.80
H -1.41 2.01 -0.82
H -0.04 0.29 -2.73
H 1.55 2.05 -2.72
H 1.73 1.64 -1.03
H 0.56 2.83 -1.50
O 0.12 -2.08 3.02
H 0.62 -1.60 2.34
H -0.67 -1.56 3.15
O 2.22 0.31 3.77
H 2.97 -0.11 3.33
H 1.82 -0.32 4.34
O -1.26 -2.97 -1.61
H -1.83 -2.21 -1.80
H -1.03 -2.88 -0.71
*
```

HOMO level   -9.3 eV
SMILES   [H]/N=C/NC.O.O.O

---

*two*
Here is a 4-piece molecular cluster, C2H12N2O3 overall from OMol25. Energies are from wB97M-V/def2-TZVPD.

Structure (ORCA input):
```
! wB97M-V def2-TZVPD RIJCOSX def2/J DEFGRID3
* xyz 0 1
H 0.81 -0.90 -2.82
N 0.24 -1.44 -2.16
C -0.71 -0.74 -1.64
N -1.10 -1.09 -0.37
C -2.46 -0.74 0.00
H -1.24 0.09 -2.08
H -0.81 -2.08 -0.21
H -2.67 -0.81 1.09
H -2.61 0.33 -0.09
H -3.29 -1.37 -0.46
O 3.40 0.49 0.39
H 3.09 -0.07 -0.33
H 3.15 0.04 1.22
O -0.39 0.14 3.33
H 0.22 0.22 2.59
H -0.69 1.07 3.39
O 0.42 2.45 -0.38
H 0.36 2.68 -1.31
H 1.26 2.56 0.07
*
```

HOMO level   -9.1 eV
SMILES   [H]/N=C/NC.O.O.O

---

The structure with the least stability is *two*.

---

*one*
Here is an isolated ion of composition H2N5O2 and charge -1 from OMol25. Energies are from wB97M-V/def2-TZVPD.

Structure (ORCA input):
```
! wB97M-V def2-TZVPD RIJCOSX def2/J DEFGRID3
* xyz -1 1
N 0.33 0.89 0.25
N -0.43 0.11 -0.46
N -1.44 0.46 -1.19
N -1.89 1.76 -1.40
O -3.11 1.84 -1.09
N -1.09 2.56 -1.96
O -1.57 3.71 -2.25
H 1.05 0.42 0.87
H -0.54 -0.98 -0.29
*
```

HOMO level   -2.7 eV
SMILES   [NH-]N[N-][N+](=O)N=O

---

*two*
Here is an isolated ion of composition H2N5O2 and charge -1 from OMol25. Energies are from wB97M-V/def2-TZVPD.

Structure (ORCA input):
```
! wB97M-V def2-TZVPD RIJCOSX def2/J DEFGRID3
* xyz -1 1
N 0.20 0.49 0.03
N -0.13 -0.70 0.32
N -1.30 -1.25 0.15
N -2.35 -0.39 -0.01
O -3.47 -0.88 -0.21
N -2.03 0.90 0.14
O -3.08 1.62 0.00
H 1.13 0.57 0.11
H 0.67 -1.45 0.23
*
```

HOMO level (spin up / spin down)   -2.4 / -2.3 eV
SMILES   [NH-]N[N-][N+](=O)N=O

---

The structure with the least stability is *two*.

---

*one*
Here is a 4-piece molecular cluster, C5H16O3 overall from OMol25. Energies are from wB97M-V/def2-TZVPD.

Structure (ORCA input):
```
! wB97M-V def2-TZVPD RIJCOSX def2/J DEFGRID3
* xyz 0 1
C 0.92 -0.04 -3.60
C 0.14 -0.10 -2.54
C -0.87 0.97 -2.15
C 0.30 -1.25 -1.62
C 1.23 -1.13 -0.40
H 0.67 0.77 -4.28
H 1.47 -0.85 -4.05
H -0.71 1.77 -2.74
H -1.91 0.60 -2.07
H -0.69 1.51 -1.09
H 0.76 -2.03 -2.22
H -0.68 -1.51 -1.15
H 0.90 -0.30 0.28
H 1.71 -2.14 -0.07
H 2.28 -0.88 -0.53
O -0.47 -0.47 2.23
H -0.06 -0.81 3.04
H -0.49 0.46 2.65
O -2.58 -0.47 3.84
H -2.28 -0.80 2.91
H -2.36 0.42 3.34
O 0.50 2.01 3.23
H 1.11 1.64 3.91
H 1.11 2.62 3.07
*
```

HOMO level   -9.2 eV
SMILES   C=C(C)CC.O.O.O

---

*two*
Here is a 4-piece molecular cluster, C5H16O3 overall from OMol25. Energies are from wB97M-V/def2-TZVPD.

Structure (ORCA input):
```
! wB97M-V def2-TZVPD RIJCOSX def2/J DEFGRID3
* xyz 0 1
C -1.13 0.48 -1.50
C -0.79 1.20 -0.44
C -1.38 1.35 0.90
C -0.90 0.13 1.77
C -0.54 0.55 3.20
H -1.96 -0.23 -1.59
H -0.51 0.45 -2.37
H 0.09 1.79 -0.66
H -1.06 2.23 1.50
H -2.45 1.50 1.15
H 0.03 -0.37 1.41
H -1.64 -0.68 1.69
H -0.54 -0.40 3.77
H 0.38 1.10 3.27
H -1.38 1.01 3.73
O -1.06 -3.57 0.56
H -1.83 -3.36 0.03
H -0.48 -2.81 0.74
O 2.36 -0.86 -3.69
H 1.45 -1.16 -3.66
H 2.89 -1.46 -3.15
O 3.38 1.42 -2.13
H 3.97 0.82 -1.67
H 3.08 0.86 -2.86
*
```

HOMO level   -9.6 eV
SMILES   C=CCCC.O.O.O

---

The structure with the least stability is *one*.